# 1
Below is a structure of composition C17H41FNO4PSSi2, with properties calculated with ωB97M-V/def2-TZVPD.

Structure (XYZ):
```
68
Properties=species:S:1:pos:R:3
S -4.57321 2.54735 0.84624
P -2.97964 -0.78283 0.88711
Si -5.58789 1.31131 -0.60128
Si -2.95717 0.18801 -1.13555
F -6.48974 -1.21340 0.15908
O 2.05120 3.17705 0.97138
O 5.63489 2.71491 0.17269
O -1.01268 1.64731 0.00278
O -4.55257 0.50032 -1.69597
N -3.60336 -2.25959 0.66308
C 1.09007 -2.13663 -0.48722
C 3.02839 -2.90676 1.11562
C -2.24800 -1.15781 -2.30365
C 4.24716 2.85228 -0.12937
C -6.88302 0.11824 0.19824
C 5.99014 1.34163 0.35863
C -0.75364 -0.88972 -2.71615
C 3.42167 2.81036 1.20206
C 2.10343 -3.72542 2.09273
C 2.31504 -1.71716 0.40370
C 0.26413 2.19120 -0.29576
C -1.81692 1.72638 -1.21010
C 1.39433 -2.12986 -2.01860
C 6.08891 0.97292 1.88060
C 0.09123 -2.22189 -2.90009
C -7.29842 0.51406 1.64667
C 1.21999 2.01622 0.94494
H 1.80353 1.09180 0.75819
H -7.80645 0.19150 -0.42272
H -3.78490 -0.08900 1.83810
H 1.99984 -3.04119 -2.22955
H 2.22300 -3.28151 3.10454
H -6.48606 0.93785 2.26255
H -5.02600 3.81148 0.58409
H 0.64465 1.90834 1.88652
H -0.78298 -0.42909 -3.72802
H 0.77606 1.66566 -1.13954
H 3.82929 -2.46153 1.75168
H 3.83561 3.60653 1.85536
H 1.04408 -3.75843 1.78502
H -0.18174 -0.27563 -1.99483
H -2.87484 -1.20684 -3.22126
H 2.49321 -4.76259 2.14886
H 0.28926 -1.38167 -0.29303
H 5.62876 1.77227 2.49457
H 6.99977 1.21119 -0.08990
H -2.29135 -2.17042 -1.85128
H 0.46208 -2.25563 -3.94691
H 0.66993 -3.11536 -0.17165
H -6.40373 2.23554 -1.42032
H 3.50390 1.84907 1.74342
H 7.13971 0.85601 2.21177
H -1.64617 -0.99022 1.37894
H 0.22519 3.27027 -0.56042
H 2.02090 -1.25367 -2.28645
H -2.36018 2.69455 -1.17579
H -1.17604 1.75133 -2.11940
H -8.19903 1.16349 1.68058
H 5.31667 0.65037 -0.19586
H -0.46996 -3.12821 -2.60935
H 2.01785 -0.97396 1.17132
H 3.06074 -1.22793 -0.26215
H -7.60738 -0.43168 2.15116
H -3.87290 -2.39015 -0.30871
H 5.51975 0.03234 2.05305
H 3.53965 -3.60978 0.42986
H 3.89910 2.07842 -0.85057
H 4.10910 3.86985 -0.54813
```

Values from the calculation:
Total charge ... 0
Frontier orbital gap ... 8.2 eV

# 2
Below is a structure of composition C51H49IrN2O4S2Si, with properties calculated with ωB97M-V/def2-TZVPD.

Structure (XYZ):
```
110
Properties=species:S:1:pos:R:3
Ir -0.48855 0.71756 0.48450
S 0.41945 2.69888 1.48446
S 0.25627 1.71304 -1.61090
Si -1.11392 -2.52470 0.30197
O 1.12228 0.72315 -2.25795
O 1.49702 0.08592 0.40188
O -2.44054 1.56644 0.90924
O -0.27078 3.84277 0.87285
N -1.69871 -0.81546 0.28087
N 2.26902 -2.03262 -0.02800
C 6.27661 3.03206 0.42162
C 0.03041 -2.54919 1.79098
C -2.33226 -3.89394 0.62918
C -3.49920 2.61102 -2.92061
C 4.88824 2.98900 0.68827
C -1.35144 1.69781 -2.38674
C 3.64426 -0.14450 -0.56073
C 0.17111 4.23145 5.15428
C -4.00518 -1.39091 -0.44744
C 0.31569 2.83044 3.23737
C 2.55728 3.38162 -0.02112
C 1.87246 5.43521 -1.24314
C -3.77314 4.85308 3.10692
C 5.82518 3.82224 -1.80312
C 2.72937 7.56508 -0.48791
C 2.37175 -0.71802 -0.03432
C 0.40215 3.97325 -3.12975
C -5.31448 -0.99441 -0.61563
C 0.17759 3.11046 5.98944
C -5.71048 0.28908 -0.25121
C -3.19228 3.89915 0.97124
C -2.87449 2.73137 1.63077
C 6.73678 3.44126 -0.79663
C -3.05088 -0.50803 0.07366
C 1.33696 6.06719 -2.39272
C 1.67202 4.03549 -1.04564
C 0.66458 5.28401 -3.36176
C 0.25003 1.84096 5.40885
C -4.78991 1.18513 0.26761
C 4.40649 2.51157 1.93327
C -3.47489 0.77515 0.39146
C -0.42727 -2.81240 -1.41452
C 0.31732 1.69255 4.03378
C 3.96768 3.39588 -0.31201
C 0.23654 4.10510 3.77617
C -2.23415 2.77141 -2.37561
C -5.26373 1.24011 -4.09476
C -3.47289 3.65523 3.73674
C 2.16080 2.85787 1.18326
C -3.01852 2.57298 2.99046
C -1.72840 0.47727 -2.93704
C -3.90110 1.39959 -3.48052
C -3.64035 4.97066 1.72672
C 2.19202 8.19152 -1.63440
C 4.47892 3.80900 -1.56950
C -2.99108 0.34011 -3.48417
C 2.58735 6.22108 -0.30095
C 1.51834 7.45910 -2.56794
C 0.84766 3.36576 -1.92825
C 3.07324 2.39669 2.16141
C 0.08599 3.25876 7.48411
H 3.01741 -2.59036 -0.40004
H 0.24603 -2.04268 -1.79252
H 3.98306 0.63507 0.11140
H 0.66063 -3.44994 1.82928
H 6.96714 2.72683 1.20076
H -0.91695 2.99758 7.83236
H -0.61565 -2.59062 2.67670
H 3.01210 5.75070 0.57818
H -2.97496 -3.71434 1.49710
H 3.26508 8.15952 0.24343
H -5.69367 0.26770 -3.84583
H 2.32227 9.25871 -1.77090
H 6.19840 4.13140 -2.77289
H -1.01964 -0.34176 -2.96649
H -6.74304 0.59716 -0.36877
H -2.78870 1.61907 3.45636
H 0.78832 2.59287 7.98829
H -1.29189 -2.84915 -2.09057
H 0.34720 5.74578 -4.29029
H -3.71000 -2.39128 -0.74194
H 1.11403 7.93154 -3.45604
H 0.20695 4.97396 3.12528
H 0.66160 -1.67364 1.90446
H 0.06784 -3.78971 -1.49691
H -3.89338 5.90347 1.23442
H -5.09969 2.17466 0.56499
H 1.45386 -2.49875 0.31894
H 4.42326 -0.89588 -0.67842
H 2.70856 2.01487 3.10808
H -1.94439 3.72197 -1.95411
H -1.72503 -4.78018 0.85409
H -4.12740 5.69732 3.68787
H 0.35446 0.70283 3.58494
H 0.25164 0.96177 6.04444
H -5.94784 2.02010 -3.75898
H 0.11075 5.22185 5.59403
H 3.41967 0.31198 -1.52879
H -3.59785 3.55254 4.80869
H 0.29310 4.28110 7.79787
H -4.18460 3.45338 -2.92238
H -6.03787 -1.69082 -1.02344
H -5.19896 1.29941 -5.18555
H -3.09935 3.96447 -0.10495
H -0.12208 3.38282 -3.86977
H 5.12007 2.21455 2.69447
H -3.27862 -0.60894 -3.92885
H 3.80144 4.10541 -2.35912
H 7.80084 3.47048 -0.99647
H -2.95802 -4.15377 -0.22868
```

Values from the calculation:
Total charge ... +2
Frontier orbital gap (spin up / spin down) ... 6.1 / 6.2 eV

# 3
Below is a structure of composition C47H45Cl5F5N6O4PS3SeSiSr, with properties calculated with ωB97M-V/def2-TZVPD.

Structure (XYZ):
```
119
Properties=species:S:1:pos:R:3
Sr -0.42243 -0.36191 -1.03153
Se 4.24032 1.71523 1.78341
Cl 0.45152 4.30939 3.82805
Cl 0.93183 -1.71312 5.36865
Cl 0.63281 3.47536 6.84060
Cl 0.86947 -0.82958 2.36333
Cl 0.85295 0.45329 7.63108
S 3.06895 -2.95134 0.09531
S -2.82385 -4.26343 -0.12644
S -3.55299 -2.03380 -2.47126
P -2.46492 1.72738 0.49760
Si 0.90481 -2.34717 -3.74723
F 4.74961 3.66646 -0.59471
F 9.38209 3.17099 -1.11129
F 7.01725 4.29961 -1.85461
F 7.17616 0.71718 2.21778
F 9.42279 1.37696 0.94096
O 0.47061 2.01204 1.98744
O -3.45681 -3.41919 -2.86973
O -3.34938 -0.99650 -3.44762
O 0.72428 1.73529 -2.05605
N 0.70839 -0.73300 -3.19574
N 3.24286 -3.64263 2.67460
N -9.06176 -1.21126 -0.32637
N -2.58625 -1.70274 -1.24026
N 4.27907 -1.70390 2.10595
N -1.23329 -2.35099 0.49790
C -3.30127 -0.71668 4.32473
C -0.52364 5.14362 -1.55669
C -2.88714 0.83039 2.03336
C -2.54958 1.32135 3.29132
C -5.21430 -1.82049 -1.87522
C 0.68948 2.26659 5.59766
C -1.72570 -4.49512 1.18635
C -2.20384 -2.64726 -0.34003
C -3.67021 -1.20500 3.07716
C 0.57021 3.01876 -1.53415
C 0.79200 0.92475 5.96452
C 1.61506 0.27094 -5.26441
C -3.46352 -0.43793 1.94171
C 0.62267 2.64327 4.26914
C 5.84035 2.15798 0.87764
C 7.03766 3.41044 -0.84573
C 5.87412 3.06797 -0.18171
C 0.62898 1.69943 3.18691
C 2.70783 -2.76831 -4.09902
C 2.51932 -4.87394 2.46051
C 1.77299 2.71615 -4.01338
C 2.13096 1.36437 -5.94378
C -5.87309 -2.85072 -1.21750
C -2.29536 3.45436 1.04644
C 4.67121 -1.45681 3.47654
C -5.85830 -0.60538 -2.06078
C -0.15872 -2.79148 -5.24877
C 3.53720 -2.74050 1.70680
C 8.25503 1.93632 0.56850
C 2.23285 2.59579 -5.32260
C 1.18020 4.66593 0.07216
C 0.84494 -0.02907 4.94594
C -4.12181 1.78788 -0.29433
C 0.25722 5.54264 -0.47453
C 0.79956 0.34253 3.62051
C 8.24182 2.84358 -0.47262
C 0.32599 -3.51932 -2.39634
C 1.17544 0.32621 -3.92284
C -2.74876 0.55124 4.42985
C 7.07840 1.61195 1.21750
C -0.96956 -3.39072 1.34987
C -7.77062 -1.41164 -0.83637
C 1.23773 1.62746 -3.36012
C 1.35333 3.39574 -0.46601
C -7.12574 -0.40017 -1.54523
C -0.38087 3.87116 -2.08340
C -7.13891 -2.64620 -0.69646
H 3.24977 -2.81366 -3.15016
H -5.35634 0.17254 -2.61950
H 0.71849 -4.51730 -2.61761
H -0.96862 3.53695 -2.92999
H -4.09452 -2.19780 2.98131
H -1.31730 3.58298 1.50643
H -4.40162 0.78723 -0.61290
H 1.92073 -4.78828 1.55708
H 5.32821 -2.24958 3.84849
H -1.67688 -5.42212 1.73212
H -3.08956 3.73285 1.74334
H 1.56430 -0.67813 -5.78148
H -4.88661 2.17682 0.38205
H 1.86813 -5.05972 3.31687
H 2.46397 1.23892 -6.96830
H -3.72677 -0.84196 0.97007
H -1.19795 -2.90702 -4.92945
H -1.25280 5.82298 -1.98285
H 1.84336 3.66558 -3.50111
H 3.80649 -1.36194 4.14235
H 0.16460 -3.73795 -5.69401
H 3.19654 -5.72439 2.34007
H -7.61963 0.55444 -1.68825
H 2.08611 2.71542 -0.04782
H 2.79534 -3.74487 -4.58524
H -2.34596 4.09077 0.16269
H -5.39739 -3.81670 -1.12265
H -0.13859 -2.02666 -6.02710
H -0.76248 -3.60750 -2.36606
H -3.43336 -1.32711 5.20992
H 1.77863 4.94890 0.92853
H -2.44442 0.93890 5.39525
H 2.65787 3.45231 -5.82922
H -4.06356 2.42155 -1.18213
H -9.27452 -1.79465 0.46812
H 4.38451 -0.90618 1.48526
H -7.64679 -3.45115 -0.17704
H 3.20344 -2.02600 -4.72643
H -0.19804 -3.26810 2.09162
H -2.10154 2.30076 3.38556
H 5.20043 -0.50724 3.49168
H -9.26749 -0.24499 -0.12405
H 0.13156 6.53293 -0.05333
H 0.70470 -3.26808 -1.40157
H 3.40986 -3.36444 3.62649
```

Values from the calculation:
Relative energy (zero: lowest compared OMol25 entry of this formula, charge and spin) ... 1.0069 eV
Total charge ... -2
Frontier orbital gap ... 5.7 eV

# 4
Below is a cluster of 2 separate species, C6H17NO in total, with properties calculated with ωB97M-V/def2-TZVPD.

Structure (XYZ):
```
25
Properties=species:S:1:pos:R:3
O -0.75451 3.44373 1.01648
N 1.38813 -2.15990 0.69983
C -0.10138 0.47370 0.15112
C 2.78989 -1.99269 0.32909
C 0.32437 -0.53718 -0.92593
C -2.36991 1.28505 -0.80962
C -1.60583 0.61119 0.40000
C 0.43765 -1.95223 -0.41422
H 3.44082 -2.45918 1.14181
H -2.89629 0.46488 -1.35718
H 0.51931 0.53541 1.03851
H -0.29456 -0.44894 -1.81330
H -1.67746 1.81930 -1.47617
H -1.67749 1.35517 1.19076
H 1.33656 -3.09832 1.10744
H 1.31039 -0.15746 -1.26422
H 0.12697 1.48008 -0.34648
H -2.06414 -0.35106 0.53682
H -1.18373 4.12727 1.55374
H 0.12955 3.84500 0.91668
H 0.48337 -2.72562 -1.17043
H 3.03998 -0.94261 0.49764
H 3.04752 -2.45465 -0.65503
H -0.57252 -2.01846 0.05484
H -3.17670 1.85750 -0.40218
```

Values from the calculation:
Relative energy (zero: lowest compared OMol25 entry of this formula, charge and spin) ... 1.4883 eV
Total charge ... 0
Frontier orbital gap ... 9.3 eV

# 5
Below is the molecule C9H11N3, with properties calculated with ωB97M-V/def2-TZVPD.

Structure (XYZ):
```
23
Properties=species:S:1:pos:R:3
N 1.02318 -0.38274 -1.35134
N -0.73624 0.26724 0.18998
N -3.14085 -0.55837 2.69919
C -1.27709 0.06995 -2.13263
C -0.88989 -0.25742 -3.55645
C -1.16008 1.00896 3.03847
C 0.10406 0.21111 1.08951
C 3.12842 -0.80053 -0.05063
C 1.96294 -0.47540 -0.42522
C 0.22876 0.51237 2.47357
C -0.39281 -0.01256 -1.07568
C -2.17175 0.03644 2.80349
H -1.05784 1.46536 4.05613
H 3.95796 -1.09635 -0.69650
H 1.01301 1.22187 2.51776
H -1.48650 0.10390 -4.28732
H 3.48253 -0.69927 0.91075
H 0.68719 -0.32937 2.93904
H -0.88416 -1.30411 -3.44766
H 0.19573 -0.14071 -3.87139
H -2.36868 0.09095 -1.84934
H -1.34028 1.77093 2.26919
H 1.12241 -0.70224 -2.24293
```

Values from the calculation:
Relative energy (zero: lowest compared OMol25 entry of this formula, charge and spin) ... 6.8629 eV
Total charge ... 0
Frontier orbital gap (spin up / spin down) ... 8.3 / 8.3 eV

# 6
Below is a cluster of 3 separate species, C3H12N2OS in total, with properties calculated with ωB97M-V/def2-TZVPD.

Structure (XYZ):
```
19
Properties=species:S:1:pos:R:3
S 0.30445 2.76697 -1.29722
O 1.92579 1.04490 3.21658
N -1.01272 -1.47238 1.37084
N -0.05849 -1.31891 -1.55392
C -0.50827 1.11616 -1.26512
C 0.51574 0.07994 -1.69554
C 1.08865 0.19850 3.18614
H -0.88369 -1.48708 -2.13124
H -0.35515 -1.35988 -0.56695
H -0.89033 -2.27589 1.99590
H 0.03562 0.37924 3.46301
H 1.01423 0.36916 -2.61961
H -1.60379 -0.81017 1.88174
H -0.93322 0.99617 -0.27236
H 1.34403 0.07329 -0.97837
H 0.71773 -1.96886 -1.67674
H 1.29872 -0.84293 2.90178
H -0.66115 3.40837 -1.98274
H -1.33817 1.10340 -1.97616
```

Values from the calculation:
2S+1 ... 2
Relative energy (zero: lowest compared OMol25 entry of this formula, charge and spin) ... 0.7947 eV
Expectation value of S² ... 0.754
Total charge ... +1
Frontier orbital gap (spin up / spin down) ... 9.4 / 7.3 eV

# 7
Below is a structure of composition C13H27BCuF4O7S3, with properties calculated with ωB97M-V/def2-TZVPD.

Structure (XYZ):
```
56
Properties=species:S:1:pos:R:3
Cu 23.13333 14.59200 13.22190
S 19.49033 14.98088 13.60467
S 22.44126 12.74592 10.09110
S 22.87259 17.68362 11.00367
F 24.75834 12.74510 13.67837
F 26.59795 13.69010 14.22423
F 26.52499 12.98568 12.15678
F 25.36360 14.75411 12.77179
O 22.57308 16.38303 11.58576
O 20.86721 14.49330 13.33053
O 22.32607 13.22123 11.49176
O 21.45141 11.77785 9.59808
O 23.90713 15.95108 14.93904
O 23.16283 17.78803 9.59525
O 18.44186 14.07696 14.10515
C 23.16927 16.47135 16.05319
C 24.17964 12.29654 9.67233
C 24.23923 18.49475 12.02023
C 23.90713 14.42293 8.44951
C 19.61001 16.56798 14.41272
C 21.59282 18.98539 11.42715
C 17.90339 16.94649 12.42160
C 18.62246 17.54775 13.67205
C 23.62065 19.75433 12.51573
C 22.42033 14.22758 8.98997
C 24.93412 13.67501 9.38127
C 18.84659 15.78149 12.05531
C 22.08181 19.61645 12.71018
B 25.80850 13.50246 13.17759
H 23.86732 16.91691 16.76193
H 17.80511 17.84888 14.32730
H 21.54418 19.60146 10.52926
H 24.63032 11.52385 10.29517
H 21.53468 20.53622 12.91695
H 19.74968 16.24351 11.65650
H 22.58886 15.68267 16.53197
H 16.88854 16.60145 12.61944
H 21.93247 15.00151 9.58253
H 25.10812 18.69190 11.39234
H 24.22077 15.45864 8.31894
H 18.48576 14.98381 11.40600
H 25.93954 13.56067 8.97610
H 20.64789 18.44239 11.44605
H 23.88422 13.92075 7.48237
H 22.53090 17.30868 15.77130
H 21.76025 13.97659 8.15968
H 24.11448 19.98592 13.45944
H 20.61760 16.91561 14.18460
H 21.88665 18.93509 13.53830
H 19.49396 16.47702 15.49270
H 17.74809 17.68969 11.63953
H 24.21236 11.77212 8.71734
H 24.35750 17.81640 12.86520
H 25.05931 14.09186 10.38060
H 19.19564 18.41800 13.35234
H 23.87322 20.64023 11.93307
```

Values from the calculation:
Total charge ... -1
Frontier orbital gap ... 5.4 eV

# 8
Below is a structure of composition C3H4NaO2, with properties calculated with ωB97M-V/def2-TZVPD.

Structure (XYZ):
```
10
Properties=species:S:1:pos:R:3
Na 0.31170 -0.72977 1.54465
O -1.61305 0.33254 1.14093
O 0.42689 -0.53283 -0.89359
C -1.25951 0.99319 0.05856
C 1.77035 -0.21228 -0.32560
C -0.49439 0.45324 -0.96017
H 2.42580 -0.96637 -0.80340
H 2.04844 0.79786 -0.69465
H -1.39285 2.09926 0.03492
H -0.62684 1.43981 -1.60384
```

Values from the calculation:
Relative energy (zero: lowest compared OMol25 entry of this formula, charge and spin) ... 1.1991 eV
Total charge ... -1
Frontier orbital gap ... 4.2 eV

Quick rundown of E_tot, same order as above: -2446.404625, -3573.042334, -9505.660178, -368.746154, -513.587796, -704.076492, -4297.736927, -429.390500 Ha
Quick rundown of largest force on an atom, same order as above: 2.87, 1.65, 0.87, 3.13, 6.13, 1.73, 3.72, 5.22 eV/Å